C22H44Cu3O21S4 | ωB97M-V with the def2-TZVPD basis set

As for the spin multiplicity: 4. As for the net charge: 0. The HOMO energy (alpha / beta) comes out at -8.9913 / -8.9766 eV. The energy above the lowest of the compared OMol25 structures with the same formula, charge and spin comes out at 0.0 kcal per mole. Its orbital gap (alpha / beta) is 8.91 / 5.75 eV.

Positions of all 94 atoms, in Å:
Cu  -1.02281  3.96100  1.33941
Cu  3.11317  1.00013  0.21394
Cu  -2.68811  -0.13525  0.68033
S  -3.88499  2.21945  1.47657
O  -3.89895  1.52997  0.17634
O  -5.14317  2.79875  1.90219
O  -3.49154  1.05144  2.29120
O  -2.85858  3.32752  1.39554
S  -0.16116  0.64525  0.95219
O  1.26228  0.35217  0.94750
O  -0.95284  -0.07720  1.97937
O  -0.39033  2.07543  1.17993
O  -0.83605  0.30788  -0.32074
S  2.24180  4.07840  1.33260
O  2.67297  3.85025  2.71180
O  3.30297  5.06479  0.96886
O  2.33588  2.91192  0.48966
O  0.91130  4.68880  1.27671
C  -3.36583  -2.78228  -2.85270
C  -4.65770  -2.05369  -2.65334
C  -4.30257  -0.69544  -2.04963
O  -3.01695  -0.94874  -1.43897
C  -2.32650  -1.73871  -2.40589
H  -3.18167  -3.02639  -3.90477
H  -3.17326  -3.69570  -2.29503
H  -5.25927  -2.64301  -1.95350
H  -5.34897  -1.82075  -3.47009
H  -5.07317  -0.36280  -1.35540
H  -4.15281  0.12842  -2.75376
H  -1.48541  -2.20574  -1.89637
H  -1.97463  -1.11745  -3.23518
C  1.91842  -0.03486  -4.02602
C  2.21989  1.46626  -4.01198
C  2.98107  1.62514  -2.73767
O  2.30463  0.71612  -1.82337
C  1.58042  -0.27947  -2.52728
H  2.78710  -0.65617  -4.24700
H  1.09329  -0.28836  -4.68776
H  1.31017  2.06538  -3.99274
H  2.76626  1.68533  -4.93148
H  3.11251  2.60617  -2.28587
H  3.99135  1.20442  -2.83629
H  0.50536  -0.15112  -2.39054
H  1.85511  -1.28452  -2.21096
C  -1.34194  -3.35660  2.28075
C  -2.74031  -3.83800  2.63729
C  -3.64610  -3.08859  1.64640
O  -2.79446  -2.51945  0.63507
C  -1.49463  -3.10219  0.79350
H  -0.56079  -4.10470  2.43565
H  -1.05260  -2.47471  2.85191
H  -3.08716  -3.59488  3.64171
H  -2.76767  -4.92562  2.54798
H  -4.28538  -2.38938  2.18734
H  -4.34120  -3.76558  1.13599
H  -0.74246  -2.38632  0.45477
H  -1.43440  -4.02370  0.20601
C  3.49829  -3.20212  1.20834
C  4.87906  -3.04328  0.58454
C  4.84128  -1.61909  -0.06264
O  3.49691  -1.11396  0.11587
C  2.66995  -2.22796  0.40121
H  3.57161  -2.80985  2.22527
H  3.01445  -4.17472  1.24819
H  5.04901  -3.68789  -0.27999
H  5.72815  -3.19160  1.24820
H  5.01913  -1.78568  -1.12690
H  5.58261  -0.91323  0.30203
H  2.28449  -2.71791  -0.50211
H  1.80162  -1.92338  0.98268
C  -0.88096  3.10508  -2.78000
C  -2.26313  3.70950  -2.76839
C  -2.32796  4.48303  -1.42876
O  -1.08898  4.18783  -0.74582
C  -0.05910  3.80145  -1.70074
H  -0.41350  3.26805  -3.75428
H  -0.92428  2.02735  -2.60708
H  -3.13506  3.05869  -2.81561
H  -2.37425  4.37534  -3.62636
H  -3.14193  4.20795  -0.76800
H  -2.31526  5.55885  -1.62045
H  0.72457  3.21465  -1.23472
H  0.32098  4.78442  -1.99954
C  2.74327  -0.52892  3.90241
C  1.88684  0.72669  3.86966
O  1.78954  1.18341  5.22792
S  2.23728  0.01039  6.25518
O  1.15738  -0.26551  7.14943
O  3.53788  0.27914  6.78568
O  2.33671  -1.14278  5.11722
H  3.80296  -0.26593  3.91591
H  2.45499  -1.15326  3.06432
H  0.89192  0.47313  3.50726
H  2.27392  1.51908  3.23581